w.
Entry from the OMol25 dataset: C3H7BrN as an isolated structure (wB97M-V/def2-TZVPD).

Structure (ORCA input):
```
! wB97M-V def2-TZVPD RIJCOSX def2/J DEFGRID3
* xyz 1 1
C 0.39203 -0.44267 -1.05385
C 0.18224 -0.57394 0.38583
C -0.92665 0.33187 -0.99394
N 0.60827 0.56682 1.32859
Br -2.63564 -0.35746 -1.66287
H 1.29892 0.00244 -1.39989
H 0.25617 -1.44323 -1.44042
H -0.13804 -1.46059 0.86218
H -0.95949 1.23612 -0.41458
H -0.18632 0.63819 1.84678
H 0.68159 1.39006 0.70071
H 1.42692 0.11239 1.84146
*
```

## Properties
LUMO ... -4.00 eV
Kohn-Sham gap ... 9.2438 eV

=====

x.
Entry from the OMol25 dataset: C3H7BrN as an isolated structure (wB97M-V/def2-TZVPD).

Structure (ORCA input):
```
! wB97M-V def2-TZVPD RIJCOSX def2/J DEFGRID3
* xyz 1 1
C 3.29425 -1.00767 0.04700
C 2.20742 -0.41643 -0.17903
C -1.43570 -0.20164 -0.03088
N -2.19834 1.03881 0.04981
Br 0.93847 0.75945 -0.04721
H 4.22272 -0.53513 -0.24475
H 3.15350 -2.12584 0.12550
H -1.82357 -0.83302 -0.78246
H -1.35284 -0.74890 0.97143
H -1.75632 1.72179 0.69634
H -3.21975 0.87209 0.17285
H -2.02983 1.47649 -0.77862
*
```

## Properties
LUMO (spin up / spin down) ... -4.79 / -3.87 eV
Kohn-Sham gap (spin up / spin down) ... 6.5857 / 8.8643 eV

=====

Q: Which of them is the most stable? A: w.

=====

w.
Entry from the OMol25 dataset: a 2-piece molecular cluster, C3H7BrN overall (wB97M-V/def2-TZVPD).

Structure (ORCA input):
```
! wB97M-V def2-TZVPD RIJCOSX def2/J DEFGRID3
* xyz 1 1
C -0.12440 0.63843 -1.22738
C 0.33329 1.43169 0.03786
C 0.93044 0.21454 -0.41027
N -0.69070 -1.41587 0.96978
Br 2.30937 -0.81657 -0.28755
H -1.10396 0.20030 -1.12768
H 0.10376 1.09266 -2.29193
H 0.74490 2.32261 -0.13285
H -0.13456 1.57477 1.04994
H -0.64400 -2.18809 0.35396
H -1.59064 -1.20020 1.38057
H -0.13351 -1.85427 1.68557
*
```

## Properties
LUMO ... -6.46 eV
Kohn-Sham gap ... 8.6297 eV

=====

x.
Entry from the OMol25 dataset: an isolated ion of composition C3H7BrN and charge +1 (wB97M-V/def2-TZVPD).

Structure (ORCA input):
```
! wB97M-V def2-TZVPD RIJCOSX def2/J DEFGRID3
* xyz 1 1
N -0.52694 1.34608 0.56620
C -0.41395 0.38048 -0.59345
Br -1.32379 1.13874 -2.04259
C 0.87266 -0.34785 -0.90086
C -0.38855 -1.25189 -0.66675
H -0.35608 1.06787 1.64783
H -1.53153 1.65099 0.60553
H 0.04531 2.21480 0.30031
H 1.69655 -0.32904 -0.20789
H 1.02754 -0.24607 -2.01161
H -0.84428 -1.79442 -1.47380
H -0.36986 -1.64736 0.29666
*
```

## Properties
LUMO ... -4.07 eV
Kohn-Sham gap ... 10.3199 eV
SMILES string ... [NH3+]C1(Br)CC1

=====

Q: Which of them is the most stable? A: x.

=====

w.
Entry from the OMol25 dataset: a 2-piece molecular cluster, C5H13NOS overall (wB97M-V/def2-TZVPD).

Structure (ORCA input):
```
! wB97M-V def2-TZVPD RIJCOSX def2/J DEFGRID3
* xyz 0 1
C 1.13724 1.04937 2.00066
C 1.74425 0.74811 0.64535
N 1.38748 1.62272 -0.34986
O 2.55518 -0.13230 0.44925
H 1.05911 2.13091 2.09664
H 1.84369 0.70555 2.75254
H 0.17807 0.56127 2.13441
H 1.79745 1.43369 -1.25055
H 0.50266 2.10574 -0.31803
C -1.98468 -0.79450 1.01198
C -0.98709 -1.30683 -0.02830
S -1.64884 -1.02604 -1.69750
C -0.20523 -0.55547 -2.66779
H -1.88036 -1.35211 1.94099
H -3.00743 -0.88060 0.65155
H -1.84597 0.27395 1.18034
H -0.02255 -0.81505 0.05233
H -0.81556 -2.36946 0.13364
H 0.74821 -0.69504 -2.16666
H -0.18410 -1.17021 -3.56719
H -0.37154 0.46629 -3.00381
*
```

## Properties
LUMO ... 0.80 eV
Kohn-Sham gap ... 9.2679 eV
SMILES string ... CC(N)=O.CCSC

=====

x.
Entry from the OMol25 dataset: one molecule with the formula C5H13NOS (wB97M-V/def2-TZVPD).

Structure (ORCA input):
```
! wB97M-V def2-TZVPD RIJCOSX def2/J DEFGRID3
* xyz 0 1
C 2.40984 0.57598 -0.42366
C 1.27258 0.51976 0.54074
N 1.38533 -0.70934 1.22798
C -0.20662 0.28701 -0.14474
C -0.59670 1.48858 -1.01274
S -0.28728 -1.24339 -0.95838
C -1.28189 0.42933 1.02278
O -2.57285 0.06372 0.53490
H 3.37242 0.30445 0.21795
H 2.05829 -0.35612 -1.11837
H 2.60325 1.59343 -0.91074
H 1.28674 1.48452 1.20433
H 1.18023 -0.60650 2.22178
H 2.31004 -1.56623 1.05419
H -0.21387 1.47844 -2.02130
H -1.65288 1.43009 -1.11714
H -0.16315 2.41865 -0.52094
H 0.21722 -1.97458 0.10215
H -1.34128 1.45734 1.38087
H -1.09018 -0.23859 1.95184
H -2.66824 -0.87909 0.12010
*
```

## Properties
LUMO ... 0.64 eV
Kohn-Sham gap ... 9.4539 eV
SMILES string ... C[C@H](N)[C@@](C)(S)CO

=====

Q: Which of them is the most stable? A: w.

=====

w.
Entry from the OMol25 dataset: one molecule with the formula C6H8N2O2S (wB97M-V/def2-TZVPD).

Structure (ORCA input):
```
! wB97M-V def2-TZVPD RIJCOSX def2/J DEFGRID3
* xyz 0 1
C -0.24513 -0.76527 0.13903
C 0.66337 -1.79271 0.00914
C 1.90929 -1.61235 -0.04192
C 0.31322 0.60436 -0.06684
C 1.77543 0.93293 0.39145
C 3.05275 0.33994 -0.27182
N 3.01905 -1.10665 -0.35758
N -4.18886 -0.90102 0.16629
O -3.06744 0.91098 -1.00142
O -1.62540 -0.89979 0.09636
S -3.01750 0.29163 0.25762
H 0.08478 0.85546 -1.17831
H -0.26844 1.30312 0.38911
H 1.72089 2.07357 0.53557
H 1.75859 0.66090 1.47095
H 3.25731 0.66620 -1.24061
H 3.96414 0.67085 0.34286
H -4.23017 -1.66932 0.79839
H -4.87586 -0.56282 -0.43827
*
```

## Properties
LUMO ... 0.24 eV
Kohn-Sham gap ... 8.4581 eV

=====

x.
Entry from the OMol25 dataset: one molecule with the formula C6H8N2O2S (wB97M-V/def2-TZVPD).

Structure (ORCA input):
```
! wB97M-V def2-TZVPD RIJCOSX def2/J DEFGRID3
* xyz 0 1
C 0.60580 1.09562 -0.58491
C 1.08410 -0.92384 0.47456
C 1.89162 1.52141 -0.18054
C 2.28117 -0.41103 0.88546
C 0.16068 -0.19302 -0.27876
C -1.22013 -0.61844 -0.76913
N 2.70231 0.76245 0.54353
N -1.56320 -2.01317 -0.50797
O -1.71419 0.89825 1.39891
O -2.62006 1.60242 -0.97236
S -2.62521 0.48742 0.00397
H -0.17006 1.68832 -1.00845
H 0.84403 -1.90463 0.69481
H 2.27288 2.55298 -0.22671
H 2.95187 -1.03965 1.51023
H -1.32848 -0.31875 -1.87865
H -1.88708 -1.94470 0.40024
H -0.70880 -2.63935 -0.72082
H -0.95725 1.39769 1.21661
*
```

## Properties
LUMO ... 0.20 eV
Kohn-Sham gap ... 10.0556 eV

=====

Q: Which of them is the most stable? A: x.

=====

w.
Entry from the OMol25 dataset: one molecule with the formula C9H13N (wB97M-V/def2-TZVPD).

Structure (ORCA input):
```
! wB97M-V def2-TZVPD RIJCOSX def2/J DEFGRID3
* xyz 0 1
C 3.49413 0.80851 -0.57161
C 2.60810 0.46801 0.15053
C 1.60376 -0.05477 1.03850
C 0.38408 -0.69263 0.29484
C 0.39720 -1.97081 -0.02924
N 0.49453 -3.09711 -0.51437
C -0.74277 0.23356 -0.04278
C -1.91845 -0.50871 -0.88554
C -0.32127 1.49007 -0.82198
C -1.46757 0.74519 1.20434
H 4.16370 1.15581 -1.19180
H 2.02286 -1.02251 1.32698
H 1.16821 0.60002 1.86583
H 0.17752 -3.89199 0.02541
H -1.82428 -0.68328 -1.88861
H -2.81804 0.16218 -0.92568
H -2.12372 -1.47615 -0.36365
H -1.07232 1.84921 -1.44774
H 0.09587 2.20347 -0.14515
H 0.44331 1.23363 -1.52199
H -2.46856 1.08225 0.92635
H -0.78775 1.47980 1.69936
H -1.50855 -0.11375 1.81799
*
```

## Properties
LUMO ... 0.79 eV
Kohn-Sham gap ... 9.3985 eV
SMILES string ... C#CCC(=C=N)C(C)(C)C

=====

x.
Entry from the OMol25 dataset: one molecule with the formula C9H13N (wB97M-V/def2-TZVPD).

Structure (ORCA input):
```
! wB97M-V def2-TZVPD RIJCOSX def2/J DEFGRID3
* xyz 0 1
C -1.20921 2.75546 0.04767
C -1.52642 1.56288 -0.47720
C -1.48777 0.22951 0.17827
C -0.31662 -0.89084 -0.47900
C -0.79488 -2.20872 0.11243
N 0.95944 -0.50059 -0.26694
C 1.68657 0.29774 -1.02694
C 2.84415 0.73988 -0.41938
C 2.80954 0.02750 0.82422
C 1.63589 -0.71980 0.90340
H -1.48750 3.56146 -0.61545
H -0.74108 3.01936 0.94894
H -1.78761 1.43697 -1.62635
H -2.47173 -0.29059 0.00087
H -1.08392 0.50957 1.24371
H -0.58801 -0.82901 -1.50805
H -1.54401 -2.70889 -0.60149
H 0.11829 -2.90160 0.19090
H -1.25822 -2.23074 1.13085
H 1.41586 0.56560 -2.11236
H 3.66569 1.31227 -0.95859
H 3.38305 0.32900 1.70435
H 1.12608 -1.16518 1.67953
*
```

## Properties
LUMO ... 1.00 eV
Kohn-Sham gap ... 9.2500 eV
SMILES string ... C=CC[C@H](C)n1cccc1

=====

Q: Which of them is the most stable? A: x.

=====

w.
Entry from the OMol25 dataset: one molecule with the formula C3H5FN2 (wB97M-V/def2-TZVPD).

Structure (ORCA input):
```
! wB97M-V def2-TZVPD RIJCOSX def2/J DEFGRID3
* xyz 0 1
C -0.11372 -0.25581 -1.19161
C -0.27013 -1.08233 0.07708
C 0.45869 1.69024 -0.01615
N 0.36053 0.90598 -1.03063
N -0.62582 -0.43008 1.24607
F 0.11224 -0.83318 2.39608
H -0.47108 -0.73330 -2.09632
H -1.04020 -1.80791 -0.17792
H 0.66896 -1.56170 0.13636
H 1.14034 2.61240 -0.10327
H -0.21981 1.49569 0.76032
*
```

## Properties
LUMO (spin up / spin down) ... -0.56 / -0.47 eV
Kohn-Sham gap (spin up / spin down) ... 7.3008 / 8.9442 eV

=====

x.
Entry from the OMol25 dataset: a 2-piece molecular cluster, C3H5FN2 overall (wB97M-V/def2-TZVPD).

Structure (ORCA input):
```
! wB97M-V def2-TZVPD RIJCOSX def2/J DEFGRID3
* xyz 0 1
C -0.78508 -0.91132 -0.01267
C 0.50516 -1.11573 -0.35176
C -0.87270 0.57202 0.24077
N 0.26918 1.03036 -0.52512
N 1.13061 0.09093 -0.74470
F 2.26890 0.10583 0.63939
H -1.60913 -1.46582 0.38422
H 0.97914 -2.08974 -0.34919
H -1.86051 1.10858 -0.07557
H -0.80102 0.79906 1.29365
H 0.77546 1.87583 -0.49902
*
```

## Properties
LUMO (spin up / spin down) ... 0.03 / 0.03 eV
Kohn-Sham gap (spin up / spin down) ... 9.4165 / 9.4158 eV

=====

Q: Which of them is the most stable? A: x.